Record 1
97
Properties=species:S:1:pos:R:3:lowdin_charge:R:1 method="wB97M-V/def2-TZVPD" e_above_lowest_kj_mol=421.1 max_force_ha_per_bohr=0.13017 energy_ev=-123516.9874
C 4.4176 0.2067 1.1235 -0.1881
H 2.0134 1.0914 -3.0766 0.0839
F 2.1563 -8.8221 -7.5786 -0.3603
Na 3.4839 0.2112 -4.5997 0.6444
H 0.8327 -4.4821 -2.8353 0.0853
O -1.5380 -6.4286 -7.7289 -0.2584
C 0.9537 -0.2014 -1.1018 -0.9326
H -1.3841 -7.6958 -3.8480 0.1199
F 3.8791 6.3445 -4.5434 0.0601
F 3.3033 4.5620 -5.9258 0.0462
H 2.7003 -1.7364 -0.4348 0.1210
H 2.8001 -1.3000 1.6214 0.1005
O -2.1849 -8.3263 -6.2412 -0.1803
B 4.3371 5.4869 -5.5866 -1.1846
H -1.7155 2.4341 0.4984 0.0415
O -1.1902 2.3576 -2.1259 -0.3751
H -1.4285 -6.2534 -4.8739 0.1037
H -3.6087 2.4545 7.7925 0.1698
S 0.2863 -1.0794 -2.3998 0.5890
H -3.8768 0.1653 0.0218 0.1160
N 3.3679 1.1885 4.0070 -0.0576
H -3.3017 2.0450 1.4265 0.0571
O 0.1532 -8.1867 -7.1153 -0.1254
F -6.9628 3.0101 5.0142 0.1047
H 5.4737 0.3379 1.5385 0.1252
O -4.4242 2.3000 3.8863 0.0197
H -1.4488 -3.9267 -3.3056 0.1034
C 2.5166 3.6922 -2.8989 -0.2248
H -1.8203 -1.3416 -0.5187 0.0691
F -4.6111 4.5224 5.4051 0.1433
H -1.5831 -4.2249 -1.5627 0.0979
H 3.4996 4.1745 -3.1691 0.0957
C -2.7564 2.0134 0.4236 -0.1404
F -5.2253 0.7482 5.3141 0.1381
F -5.4956 2.4854 7.1733 0.1012
H -0.8482 1.4828 -1.9869 -0.2239
N 2.3382 -0.9616 4.2601 0.1733
H -3.3344 2.7341 -0.2428 0.0946
H 2.0635 2.8648 -0.8752 0.1008
H 0.3735 -5.6548 -1.5785 0.1152
C 2.7203 1.1397 -2.1749 -0.2369
H 0.3638 -0.9260 6.2256 0.1172
H 0.5752 4.3852 -2.0633 0.0574
H -3.0997 1.6020 5.3602 0.1337
Mg 1.5749 2.4646 3.0635 0.5975
H 3.8502 2.8786 -1.3298 0.1133
C 2.8012 2.6590 -1.7030 -0.1622
F 4.6787 6.2601 -6.7279 0.0694
C 0.0909 -5.2349 -2.5515 -0.2360
N 2.3293 0.2801 -1.0186 -0.2077
H 4.3984 -1.5809 2.4285 0.1494
C 3.2457 -0.8989 -0.9721 -0.2178
C 1.5486 4.8702 -2.4097 -0.0993
F -2.6107 4.2829 6.2091 0.0995
C -1.7822 -0.4717 0.2181 -0.4907
C 3.1491 -0.0991 3.4477 -0.2462
C 4.6181 -0.5025 -0.3003 -0.1469
C -4.3198 3.1233 7.2986 -0.3097
H -2.1117 -0.9289 1.2186 0.0588
P -1.3359 -7.9197 -7.4427 -0.0573
F -7.8065 1.1226 4.3557 0.1059
C -6.8423 2.0334 4.0934 -0.2795
H 2.6138 1.9512 5.8535 0.1640
Li 1.1524 -1.8267 -4.4328 0.5862
C -3.7759 3.6172 5.9567 -0.4373
H 2.0185 5.4654 -1.5667 0.0779
C -2.1473 -5.9093 -2.8569 -0.1613
N 2.6757 1.1648 5.1972 0.0392
H 1.7590 -0.7157 7.2994 0.1316
N 1.3217 -0.6015 6.3811 0.1393
F 5.4840 4.7595 -5.1361 0.0393
C -1.2528 -6.6144 -3.8578 -0.1871
H 2.1110 3.1699 -3.8194 0.1071
C -3.4454 2.5332 4.9054 -0.0504
F -5.3694 0.4360 3.1884 0.1368
H 3.4379 -1.2591 -2.0447 0.1036
C -1.3242 -4.6820 -2.5210 -0.1998
H -3.1362 -5.6808 -3.2550 0.1214
F -4.5424 4.1730 8.1256 0.1010
H 5.3507 -1.3640 -0.2223 0.1313
H 5.1262 0.2808 -0.9570 0.1191
O -1.7457 -8.7278 -8.6741 -0.1675
H -2.5795 2.9086 4.3530 0.1365
H 3.9856 1.2449 1.0441 0.0892
H 3.9348 1.9341 3.5972 0.1187
C -2.8563 0.5927 -0.2690 -0.2874
H -2.2740 -6.5299 -1.9636 0.1156
Li -0.2750 -1.0902 2.7104 0.5971
C -5.4585 1.3821 4.1518 -0.5102
O 0.1021 -6.2892 -3.5031 -0.1167
C 3.6595 -0.7676 2.1241 -0.1118
H -7.0282 2.4687 3.1091 0.1802
S -0.0644 0.1843 0.4118 0.6795
H 3.7871 0.8768 -2.5659 0.0996
H -2.8873 0.6587 -1.4040 0.1109
C 2.0714 -0.1049 5.3704 -0.3665
H 1.3242 5.5308 -3.3078 0.0898

Record 2
102
Properties=species:S:1:pos:R:3:lowdin_charge:R:1 method="wB97M-V/def2-TZVPD" max_force_ha_per_bohr=0.02075 energy_ev=-2429059.3742
H -0.0851 1.8691 -4.3497 0.0752
C 4.6389 -11.0190 1.5357 -1.6381
Br -2.4312 0.7101 9.3340 0.6038
H 1.0582 1.5781 -0.0177 0.0116
H -1.1309 5.4510 0.1377 0.0479
Br -0.3300 0.3500 -7.2871 0.5971
H -2.6421 0.7271 -0.9731 0.0411
H -3.5729 7.8711 1.1064 -0.1610
H -4.2317 1.8715 3.7189 -0.0700
C 3.0930 3.1181 -0.1063 -0.2749
P -0.6348 3.2365 -0.7868 0.8091
S -3.1598 7.5182 -0.1181 0.7049
C 0.4796 2.7948 -4.2947 -0.2902
Br -0.4063 0.3578 -11.9744 0.5771
Br 4.1032 -1.3598 3.9979 0.5359
H 2.6682 -4.5479 1.0874 -0.0224
C 0.1699 0.1864 6.6274 -1.6287
H 0.9451 3.7645 0.7450 0.0853
Br 1.1932 -8.3023 2.0630 0.5140
Br -1.7016 -7.1783 -3.7590 0.5728
C -4.0074 -2.6546 2.7951 -1.5990
C -0.6087 -7.0140 -2.1808 -1.6441
H -2.0629 -0.9401 -1.2761 0.0552
Br -4.2736 -1.0769 3.8713 0.5699
N 0.8003 4.0752 -0.2121 -0.1618
H 4.3527 1.0972 3.8810 -0.0241
H 0.7330 1.3864 -1.7438 0.0815
H 2.5663 2.4462 0.5626 -0.0028
H 1.5229 2.8036 -6.1816 0.0475
Br 1.9359 -4.6294 3.4482 0.5578
H -1.2205 -6.5573 -1.4156 -0.0420
C -4.8620 2.4665 3.0740 -1.6203
Br -0.9567 0.1730 1.4664 0.5749
Br -1.7692 -8.4818 3.2051 0.5752
Br -4.4707 1.9373 1.2636 0.6162
H 3.7709 2.5768 -0.7606 0.1033
C 2.0544 3.8521 -0.9616 -0.2743
Br -6.6895 2.0869 3.5563 0.5708
H -0.2114 3.1527 -6.3173 0.0377
C -1.6217 4.8982 -0.6512 -0.3442
C 4.0271 0.3685 3.1531 -1.5753
N -1.1484 3.0019 -2.4452 -0.1553
Br -0.6492 -0.1715 4.9252 0.5300
Br 1.0264 1.9121 6.6547 0.5690
H -0.1777 -0.0658 10.0006 -0.0482
C -1.8062 0.1140 -1.2898 -0.1534
Br -4.0819 -2.2592 0.9103 0.5766
H -1.5243 2.7311 0.2173 0.0267
Br 3.5990 -11.3316 3.1259 0.5576
H -0.6210 0.2119 7.3624 -0.1198
H -3.0209 4.4151 0.8435 0.0163
H -4.5490 5.9085 -1.2263 0.0605
Br 0.8921 -5.8478 -2.4804 0.5405
H 1.9261 3.3612 -1.9222 0.0737
H -1.0789 4.2133 -4.1405 0.1157
Br -0.0891 2.2547 10.8452 0.5748
C 1.8896 -4.0233 1.6217 -1.5664
H 3.3836 5.0120 0.9357 0.0730
Br 5.2340 0.4709 1.6542 0.6044
C 0.8661 -1.0228 -6.6597 -1.6318
C -3.0657 4.6711 -0.2078 -0.3893
H -2.1114 3.3224 -2.4665 0.0714
C 0.1010 -8.7512 3.5813 -1.6193
C 3.9394 4.1089 0.6989 -0.1071
H -4.7058 5.8566 0.5076 0.0406
C -3.9856 5.9038 -0.3016 -0.5450
H 0.0865 -0.5374 -0.6471 0.0692
Br 1.3837 -1.2170 7.1496 0.5719
H 4.8104 4.4222 0.1301 0.0719
C 0.2767 1.5494 -0.7698 -0.3368
Br -0.0608 -8.7333 -1.5127 0.5575
Br -1.3719 -0.3571 12.1437 0.5839
C -0.5515 0.3181 -0.4656 -0.7299
C 0.8271 -0.9844 -11.3561 -1.6254
C 0.6781 3.3037 -5.7203 -0.1442
H 5.5524 -11.5860 1.6330 -0.0324
Br -2.3789 -3.5663 3.2623 0.5546
Br 2.1222 -0.3527 -5.3610 0.6033
H 1.4394 -1.3546 -7.5136 -0.0873
H 0.2287 4.5604 -3.0372 0.1039
Br 0.6481 -7.8105 5.1721 0.5585
H 0.2412 -9.8047 3.7736 -0.0356
Br -0.0967 -2.5505 -5.9897 0.5695
Br 5.1296 -9.1638 1.3682 0.5602
H 2.4615 4.8387 -1.1804 0.1066
H -1.5504 0.3472 -2.3191 0.0705
Br -0.0891 -2.4907 -10.5802 0.5745
H 1.4255 2.5453 -3.8192 0.0770
H -4.8272 -3.3237 3.0084 -0.0295
Br 0.2179 -4.4637 0.7708 0.5308
Br -4.4177 4.3140 3.4035 0.6162
H -1.5434 5.5207 -1.5445 0.0665
H 1.3727 -1.3435 -12.2156 -0.0307
Br 2.2196 0.8191 2.6607 0.5464
Br 3.7302 -11.6561 -0.0383 0.5676
H 4.3215 3.6686 1.6155 0.0471
C -0.9098 0.5467 10.5086 -1.6392
Br 2.1126 -0.2468 -10.1267 0.5847
H -3.5266 3.8421 -0.7407 0.0589
C -0.3694 3.7511 -3.4598 -0.2639
H 0.8619 4.3783 -5.6936 0.0741
Br 2.2717 -2.1428 1.4842 0.5417

Record 3
78
Properties=species:S:1:pos:R:3:lowdin_charge:R:1 method="wB97M-V/def2-TZVPD" max_force_ha_per_bohr=0.00426 charge=+1 energy_ev=-74560.8921
C 0.2893 5.2029 -1.7974 -0.0228
H -1.6809 -2.7785 2.3030 0.0165
H -4.2798 5.2327 2.0233 0.1172
Si 0.9009 -0.4027 1.2154 0.2643
O 1.0073 -4.2629 -5.7217 0.0904
H -0.9341 -5.7262 -6.2821 0.1231
H -1.9335 0.6005 4.4698 0.0335
N -4.5433 4.2642 2.0499 0.1934
H 4.2493 -0.2574 2.6357 0.0218
N -4.2984 2.1140 1.3136 0.1890
H 0.8223 -3.0288 -1.1977 0.0021
C 0.0854 -0.8876 -3.4724 -0.1314
H -4.8093 -0.2534 1.0213 0.1179
C -1.6796 -2.0182 -2.5601 -0.1480
H -3.6389 -0.6032 -0.1944 0.0791
H 1.3417 -4.5870 2.7493 0.0342
H -0.5145 2.7745 2.0180 -0.0061
H 1.1031 -4.5481 -0.3392 0.0359
C -1.4903 -0.0221 3.6886 -0.2202
C 1.0404 4.2575 -2.4732 -0.0302
H -2.1913 -0.0692 2.8526 -0.0026
H 4.0422 2.4893 0.0673 0.0339
H 0.5410 6.2529 -1.8593 0.1211
H -1.4133 -4.1859 1.2696 0.0347
C 0.0623 2.5164 2.9092 -0.2133
C -0.1210 -4.1574 -5.2956 -0.4932
H -1.7888 -2.6148 0.5527 -0.0158
H 4.3506 -1.6119 1.5121 0.0234
C 4.3766 -0.5225 1.5844 -0.2136
H -1.3912 -1.0327 4.0914 0.0240
C -3.8996 3.3860 1.2821 -0.4225
H 4.3096 -0.0372 -1.6030 0.0372
C -0.7914 4.7865 -1.0385 0.0120
Si 0.6025 -2.7217 1.2784 0.2858
C 3.2939 -0.2657 -1.2716 -0.2222
H 1.0515 2.9641 2.8001 0.0193
C 1.4527 -3.5001 2.7617 -0.2137
H 3.1214 -1.3337 -1.4158 0.0130
C -1.4950 -3.0916 -3.4129 0.0024
H 1.0916 0.8172 5.4964 0.0350
C 0.6864 2.9251 -2.3522 -0.1348
H 1.8909 4.5365 -3.0784 0.1180
H 3.2657 2.4715 1.6494 0.0245
N -2.8875 3.8603 0.5218 0.1821
H -2.0884 -4.7879 -5.4090 0.1002
C 0.3514 -1.9156 -4.3532 0.0267
Si 3.0356 0.2571 0.5245 0.2864
C 1.2898 -3.4716 -0.3116 -0.2167
H 1.1851 -1.8659 -5.0392 0.1315
H 2.2820 2.6276 0.1937 0.0018
N -0.3514 2.5127 -1.6249 0.0137
N -3.9509 -0.0120 0.5547 0.1765
C -1.0815 3.4322 -0.9793 -0.2220
N -0.9182 -0.9217 -2.5856 -0.0462
H 2.3675 -3.3213 -0.3961 0.0207
C 1.4245 0.3439 4.5693 -0.2138
H 5.3699 -0.1916 1.2724 0.0344
C -0.4592 -3.0412 -4.3333 -0.1091
H 2.4062 0.7539 4.3229 0.0216
H 1.5491 -0.7226 4.7645 0.0220
C -1.2428 -3.1102 1.3602 -0.2245
H 1.2589 2.1593 -2.8586 0.0937
Si 0.1936 0.6544 3.1824 0.2929
H -2.1334 -3.9589 -3.3139 0.1199
H -1.4111 5.4812 -0.4934 0.1150
H -5.3238 3.9619 2.6050 0.1182
N -1.1289 -5.0065 -5.6053 0.1847
H -2.4692 -2.0491 -1.8184 0.0939
C -3.5976 1.2889 0.5530 -0.4605
H 2.5201 -3.2727 2.7735 0.0236
H 2.6064 0.2769 -1.9258 -0.0142
C 3.1644 2.1372 0.6151 -0.2201
N -2.5329 1.6419 -0.2022 0.0647
C -2.2443 2.9511 -0.1701 -0.3180
H 0.7058 -0.0001 -3.4636 0.0859
H -0.4230 2.9894 3.7672 0.0353
Cd -0.5751 0.3813 -0.6238 1.1653
H 1.0246 -3.1338 3.6972 0.0219

Number 1: E_HOMO -5.63 eV. Number 2: E_HOMO -7.96 eV. Number 3: E_HOMO -10.45 eV.